Formula: C60H126F6N5O5S
Source: the OMol25 dataset
Level of theory: wB97M-V/def2-TZVPD

For the HOMO-LUMO gap, the calculation gives 0.147 hartree. The calculation puts the largest force on an atom at 0.0954 hartree/bohr. Its total energy is -109059.3957 eV. The LUMO energy comes out at -3.77 eV. Its net charge is +3.

Cartesian coordinates (Å):
C -12.492 10.354 -4.819
C -11.463 9.637 -5.681
C -10.861 8.308 -5.053
C -9.333 8.323 -5.078
N -8.839 7.065 -4.490
C -9.171 5.820 -5.378
C -8.032 4.782 -5.328
C -6.984 5.501 -4.475
C -7.308 6.983 -4.523
C -9.272 6.923 -2.999
C -9.440 8.201 -2.124
C -9.583 7.849 -0.632
H -12.833 9.792 -3.949
H -13.354 10.711 -5.383
H -12.073 11.290 -4.450
H -10.654 10.266 -6.053
H -11.855 9.220 -6.608
H -11.406 7.468 -5.482
H -11.159 8.019 -4.046
H -8.928 9.127 -4.464
H -8.784 8.598 -5.979
H -10.207 5.584 -5.133
H -9.347 6.170 -6.395
H -8.487 4.025 -4.690
H -7.844 4.346 -6.309
H -6.952 4.999 -3.508
H -6.007 5.285 -4.907
H -6.911 7.714 -3.819
H -6.938 7.338 -5.485
H -8.431 6.372 -2.578
H -10.154 6.297 -2.863
H -10.205 8.946 -2.342
H -8.522 8.780 -2.227
H -9.720 8.825 -0.166
H -8.780 7.334 -0.104
H -10.420 7.230 -0.311
C -2.531 7.391 -12.538
C -1.537 7.503 -11.443
C -0.569 6.273 -11.426
C -1.187 4.897 -11.139
N -0.161 3.727 -11.392
C -0.932 2.368 -11.153
C -0.488 1.901 -9.749
C 0.356 3.067 -9.148
C 0.967 3.700 -10.382
C 0.472 3.791 -12.798
C -0.641 3.724 -13.898
C -0.005 3.681 -15.268
H -1.909 7.356 -13.432
H -3.175 8.268 -12.597
H -3.110 6.474 -12.425
H -1.933 7.569 -10.430
H -0.870 8.361 -11.531
H 0.130 6.396 -10.598
H -0.028 6.411 -12.362
H -2.079 4.855 -11.763
H -1.583 4.677 -10.148
H -0.623 1.753 -11.998
H -1.952 2.748 -11.091
H 0.105 1.000 -9.904
H -1.353 1.787 -9.096
H 1.122 2.634 -8.505
H -0.172 3.780 -8.516
H 1.754 3.082 -10.814
H 1.290 4.739 -10.317
H 1.168 2.954 -12.851
H 1.165 4.632 -12.753
H -1.475 4.422 -13.824
H -1.213 2.819 -13.690
H 0.666 4.523 -15.437
H -0.671 3.586 -16.126
H 0.557 2.774 -15.491
C -8.054 -1.167 14.126
C -7.019 -2.239 14.386
C -5.600 -1.934 13.959
C -5.400 -2.264 12.428
N -4.235 -1.506 11.702
C -4.288 -1.736 10.109
C -4.766 -0.326 9.542
C -4.103 0.608 10.518
C -4.363 0.060 11.867
C -2.846 -2.066 12.260
C -2.718 -3.528 12.625
C -1.202 -3.857 12.616
H -8.031 -0.937 13.061
H -7.923 -0.199 14.608
H -9.082 -1.525 14.168
H -7.203 -3.172 13.853
H -7.078 -2.492 15.444
H -4.964 -2.562 14.584
H -5.560 -0.882 14.240
H -6.211 -1.876 11.811
H -5.463 -3.338 12.254
H -3.250 -1.797 9.782
H -4.770 -2.650 9.763
H -4.595 -0.100 8.489
H -5.852 -0.254 9.603
H -3.026 0.451 10.449
H -4.480 1.630 10.484
H -3.693 0.410 12.652
H -5.347 0.330 12.252
H -2.533 -1.417 13.079
H -2.103 -1.794 11.510
H -3.196 -4.239 11.951
H -3.075 -3.722 13.636
H -0.886 -4.900 12.588
H -0.780 -3.294 13.449
H -0.705 -3.292 11.828
C 0.847 -13.320 1.363
C 1.469 -13.428 -0.097
C 1.267 -12.170 -0.933
C 2.261 -12.212 -2.181
N 2.142 -10.958 -3.175
C 0.742 -10.247 -3.121
C 0.591 -9.541 -4.471
C 1.679 -10.187 -5.354
C 2.082 -11.378 -4.644
C 3.324 -10.004 -2.898
C 4.680 -10.474 -3.483
C 5.782 -9.890 -2.770
H 1.319 -12.649 2.080
H 0.820 -14.271 1.895
H -0.152 -12.927 1.177
H 0.912 -14.243 -0.559
H 2.486 -13.804 -0.205
H 1.248 -11.241 -0.365
H 0.228 -12.158 -1.265
H 2.152 -13.119 -2.777
H 3.257 -12.281 -1.744
H 0.568 -9.712 -2.187
H 0.034 -11.076 -3.132
H 0.721 -8.461 -4.396
H -0.314 -9.830 -5.006
H 2.501 -9.567 -5.711
H 1.238 -10.439 -6.319
H 3.038 -11.791 -4.967
H 1.487 -12.291 -4.652
H 3.469 -9.909 -1.822
H 3.123 -8.989 -3.240
H 4.857 -10.167 -4.513
H 4.790 -11.556 -3.558
H 5.680 -8.806 -2.705
H 6.757 -9.942 -3.254
H 5.889 -10.436 -1.833
C 8.705 -2.678 3.594
C 8.995 -2.412 5.069
C 10.303 -1.666 5.399
C 10.382 -0.162 5.120
N 11.834 0.470 5.060
C 12.553 0.185 3.718
C 13.663 1.232 3.540
C 13.375 2.383 4.471
C 12.014 2.005 5.060
C 12.682 -0.116 6.138
C 12.061 0.062 7.556
C 12.989 0.865 8.449
H 8.937 -1.749 3.072
H 7.646 -2.903 3.467
H 9.383 -3.501 3.367
H 9.004 -3.346 5.630
H 8.190 -1.815 5.497
H 11.186 -2.124 4.954
H 10.424 -1.805 6.473
H 9.722 0.432 5.753
H 10.086 0.068 4.097
H 12.873 -0.852 3.619
H 11.875 0.307 2.874
H 14.702 0.902 3.546
H 13.528 1.539 2.503
H 14.192 2.549 5.173
H 13.321 3.364 3.999
H 11.865 2.317 6.093
H 11.204 2.533 4.557
H 13.621 0.428 6.039
H 12.940 -1.173 6.079
H 11.820 -0.864 8.079
H 11.112 0.596 7.514
H 14.020 0.513 8.460
H 12.654 0.873 9.487
H 13.060 1.874 8.044
C -1.016 -1.208 -1.574
O -0.895 0.223 -1.480
O -2.152 -1.328 -2.424
C 0.446 -1.639 -1.840
F 1.368 -1.036 -1.114
F 0.566 -2.914 -1.543
F 0.827 -1.523 -3.135
C -0.730 0.904 -0.218
C -0.692 2.473 -0.291
H -1.229 2.813 -1.177
H -1.210 2.804 0.609
H 0.317 2.878 -0.370
H 0.214 0.761 0.310
H -1.542 0.600 0.443
H -1.298 -1.600 -0.597
C 3.637 3.301 5.755
F 3.211 3.092 6.959
F 3.995 2.082 5.282
F 2.703 3.863 5.016
S 5.056 4.571 5.739
O 6.009 4.107 6.730
O 5.597 4.490 4.394
O 4.517 5.902 5.987

Formula: CH2LiOSn
Source: the OMol25 dataset
Level of theory: wB97M-V/def2-TZVPD

For the HOMO-LUMO gap (spin up / spin down), the calculation gives 0.223 / 0.168 hartree. The calculation puts the largest force on an atom at 0.1074 hartree/bohr. Its total energy is -9140.3204 eV. The LUMO energy (spin up / spin down) comes out at -6.05 / -6.41 eV. Its net charge is +1. For the relative energy (zero: lowest compared OMol25 entry of this formula, charge and spin), the calculation gives 70.7 kcal/mol.

Cartesian coordinates (Å):
H -0.195 0.194 0.540
O 1.333 0.223 -1.783
C 0.938 -0.518 -0.989
Li -2.045 0.780 0.735
Sn -0.683 0.844 2.247
H 0.653 -1.522 -0.750

Formula: C2H8OS2Si
Source: the OMol25 dataset
Level of theory: wB97M-V/def2-TZVPD

For the HOMO-LUMO gap, the calculation gives 0.343 hartree. The calculation puts the largest force on an atom at 0.0844 hartree/bohr. Its total energy is -33799.6025 eV. The LUMO energy comes out at 0.38 eV. Its SMILES is C[Si](C)(S)OS. For the relative energy (zero: lowest compared OMol25 entry of this formula, charge and spin), the calculation gives 18.0 kcal/mol.

Cartesian coordinates (Å):
C -0.284 0.886 1.335
C -0.511 -0.579 -1.746
O 2.138 -0.201 -0.294
Si 0.539 -0.563 -0.176
S 2.721 1.373 -0.138
S 0.362 -2.494 0.704
H -0.697 1.750 0.802
H -1.027 0.281 1.905
H 0.600 1.082 1.895
H -1.210 0.268 -2.099
H 0.355 -0.746 -2.526
H -0.890 -1.593 -1.734
H 3.886 1.019 -0.839
H 1.454 -2.662 1.462

Formula: C2H3NO2
Source: the OMol25 dataset
Level of theory: wB97M-V/def2-TZVPD

For the HOMO-LUMO gap (spin up / spin down), the calculation gives 0.314 / 0.290 hartree. The calculation puts the largest force on an atom at 0.1113 hartree/bohr. Its total energy is -7699.5273 eV. The LUMO energy (spin up / spin down) comes out at -0.09 / -0.21 eV. For the relative energy (zero: lowest compared OMol25 entry of this formula, charge and spin), the calculation gives 191.8 kcal/mol.

Cartesian coordinates (Å):
C -0.449 -0.017 -0.728
C 0.790 -0.147 0.117
N -0.958 0.987 1.119
O 0.365 0.573 1.283
O -1.359 0.551 -0.017
H -1.117 -1.143 -1.822
H 1.081 -1.171 0.387
H 1.647 0.367 -0.339

Formula: C18H22N2O5S
Source: the OMol25 dataset
Level of theory: wB97M-V/def2-TZVPD

For the HOMO-LUMO gap, the calculation gives 0.325 hartree. The calculation puts the largest force on an atom at 0.0246 hartree/bohr. Its total energy is -43076.4793 eV. The LUMO energy comes out at 0.64 eV. Its SMILES is CCSCCOC(=O)C1=C(C)N(C)C(=O)N[C@H]1c1ccc2c(c1)OCO2. For the relative energy (zero: lowest compared OMol25 entry of this formula, charge and spin), the calculation gives 5.7 kcal/mol.

Cartesian coordinates (Å):
C 7.371 1.067 0.135
C 5.866 1.225 0.241
H 5.575 1.555 1.238
H 5.497 1.930 -0.504
S 5.048 -0.389 -0.053
C 3.379 -0.029 0.567
C 2.625 0.928 -0.338
H 3.066 1.932 -0.325
H 2.630 0.568 -1.373
O 1.287 1.000 0.134
C 0.432 1.722 -0.627
O 0.818 2.309 -1.616
C -0.922 1.663 -0.088
C -2.004 2.256 -0.662
N -3.257 2.124 -0.111
C -3.468 1.541 1.143
O -4.567 1.505 1.653
N -2.363 1.086 1.768
H -2.546 0.621 2.645
C -1.084 0.808 1.149
C -0.958 -0.666 0.802
C -0.053 -1.473 1.471
C 0.086 -2.828 1.176
C -0.725 -3.338 0.192
C -1.646 -2.532 -0.481
C -1.780 -1.197 -0.197
H -2.492 -0.586 -0.726
O -2.320 -3.286 -1.402
C -1.796 -4.592 -1.292
O -0.801 -4.615 -0.291
H -1.356 -4.895 -2.256
H -2.603 -5.293 -1.026
H 0.795 -3.452 1.694
H 0.571 -1.040 2.238
H -0.300 1.061 1.874
C -4.427 2.675 -0.760
H -5.283 2.422 -0.136
H -4.362 3.760 -0.845
H -4.563 2.241 -1.750
C -1.927 3.076 -1.906
H -2.302 4.081 -1.720
H -2.532 2.629 -2.693
H -0.900 3.138 -2.246
H 2.862 -0.988 0.597
H 3.460 0.368 1.579
H 7.729 0.350 0.869
H 7.857 2.024 0.310
H 7.644 0.710 -0.855

Formula: C8H20O2
Source: the OMol25 dataset
Level of theory: wB97M-V/def2-TZVPD

For the HOMO-LUMO gap, the calculation gives 0.388 hartree. The calculation puts the largest force on an atom at 0.0622 hartree/bohr. Its total energy is -12713.6680 eV. The LUMO energy comes out at 0.93 eV. Its SMILES is CCOCC.CCOCC. For the relative energy (zero: lowest compared OMol25 entry of this formula, charge and spin), the calculation gives 53.5 kcal/mol.

Cartesian coordinates (Å):
O -1.251 -1.295 1.497
C 0.000 0.000 0.000
C -2.370 -2.158 3.449
C -0.790 -1.348 0.232
C -2.115 -2.311 1.883
H 0.488 0.022 -0.989
H 0.781 0.007 0.778
H -0.614 0.910 0.110
H -3.241 -1.533 3.709
H -1.489 -1.774 3.990
H -2.565 -3.191 3.783
H -1.606 -1.359 -0.516
H -0.171 -2.251 0.068
H -3.131 -2.294 1.445
H -1.698 -3.324 1.725
O 5.139 0.970 -1.571
C 4.373 3.180 -0.907
C 6.271 -1.159 -1.682
C 4.058 1.870 -1.714
C 4.877 -0.394 -1.694
H 3.475 3.796 -1.083
H 5.264 3.775 -1.171
H 4.422 2.929 0.166
H 6.721 -0.930 -2.662
H 6.231 -2.255 -1.560
H 6.917 -0.741 -0.892
H 3.090 1.519 -1.308
H 3.930 2.028 -2.802
H 4.122 -0.799 -0.993
H 4.500 -0.553 -2.723